Entry 1:
{"formula": "C5H10P2", "method": "ωB97M-V with the def2-TZVPD basis set", "gap_ha": 0.36928, "homo_energy_ev": -8.9, "smiles": "PC[C@@H]1[C@H]2[C@H](P)[C@@H]12", "total_energy_ev": -23920.4217, "total_charge": 0, "symbols": ["P", "C", "C", "C", "C", "P", "C", "H", "H", "H", "H", "H", "H", "H", "H", "H", "H"], "positions_angstrom": [[3.0428, 0.6910, 0.0513], [1.7481, -0.4852, -0.5212], [0.4177, -0.5403, 0.3380], [-0.7665, -0.9068, -0.4044], [-1.7741, -0.0910, 0.5523], [-3.3663, 0.4520, -0.2492], [-0.5853, 0.5874, 0.0096], [4.0401, 0.0398, -0.5817], [3.2296, 0.1681, 1.3269], [1.6078, -0.2388, -1.6051], [2.0313, -1.5227, -0.3060], [0.4270, -0.7696, 1.4445], [-0.8417, -1.2772, -1.3977], [-1.9019, -0.2708, 1.7127], [-2.8901, 1.6677, -0.6765], [-3.9485, 1.0900, 0.9258], [-0.4699, 1.4065, -0.6195]], "forces_ev_per_angstrom": [[-1.4620, 1.3022, 0.3120], [-1.1687, -1.0442, 1.5077], [1.3614, 2.4554, -0.3483], [-1.8518, 2.2052, 2.2664], [-0.4411, -0.3310, 0.0826], [-0.6725, -0.5230, 1.1189], [0.5058, -3.5329, 1.1934], [1.3921, -0.7611, -0.4612], [0.2873, -0.3332, 0.3831], [-0.3824, -0.6345, 0.9624], [0.7868, 0.1170, -1.0367], [0.6642, -0.0635, -1.2827], [-0.4253, -0.2489, -0.4195], [0.6645, -0.1333, -2.3449], [0.3042, 0.8148, -0.4560], [0.2910, -0.4918, -0.6034], [0.1463, 1.2029, -0.8738]], "lowdin_charge": [0.768, -0.477, -0.329, -0.146, -0.519, 0.792, -0.216, -0.149, -0.122, 0.085, 0.069, 0.145, 0.115, 0.126, -0.141, -0.099, 0.098]}

Entry 2:
{"formula": "C5H10S", "method": "ωB97M-V with the def2-TZVPD basis set", "gap_ha": 0.33932, "homo_energy_ev": -8.2, "smiles": "CSC1(C)CC1", "total_energy_ev": -16180.8621, "total_charge": 0, "symbols": ["C", "S", "C", "C", "C", "C", "H", "H", "H", "H", "H", "H", "H", "H", "H", "H"], "positions_angstrom": [[-2.3365, 0.5605, -0.5204], [-0.9037, -0.1652, -1.2714], [0.4119, -0.1563, -0.0538], [0.0164, -0.5631, 1.3811], [1.6341, -0.7431, -0.5387], [1.6740, 0.7322, -0.4232], [-3.1221, 0.4199, -1.2256], [-2.2529, 1.5826, -0.3324], [-2.6737, 0.1713, 0.3846], [0.7765, -0.2954, 2.1202], [-0.9255, -0.0820, 1.5933], [-0.0724, -1.5961, 1.4252], [2.3701, -1.3207, 0.0397], [1.5728, -1.0701, -1.6387], [1.6215, 1.3840, -1.3180], [2.2095, 1.1416, 0.3781]], "forces_ev_per_angstrom": [[0.3514, -0.0133, -0.6345], [0.3068, -0.7908, -0.3557], [-0.0529, 0.8198, 1.3315], [0.5819, 2.4313, -0.9467], [1.9560, -1.4014, -3.6921], [-1.8758, 0.1365, -0.4584], [-0.5906, -0.1214, -0.6805], [0.3925, 1.9214, -0.0170], [-0.3094, -1.3309, 1.5245], [-0.0949, 0.3016, -0.1476], [-0.1960, 0.0320, 0.6265], [-0.4585, -2.0060, -0.0416], [-0.8468, 0.0841, 0.0074], [0.3250, 0.1295, 1.7202], [-0.1487, -0.7058, 0.6673], [0.6600, 0.5133, 1.0971]], "lowdin_charge": [-0.419, 0.902, -0.744, -0.057, -0.234, -0.113, 0.026, 0.021, 0.011, 0.089, 0.050, 0.056, 0.119, 0.119, 0.104, 0.070]}

Entry 3:
{"formula": "C5H10S", "method": "ωB97M-V with the def2-TZVPD basis set", "gap_ha": 0.32098, "homo_energy_ev": -8.5, "total_energy_ev": -16178.0565, "total_charge": 0, "symbols": ["C", "C", "C", "C", "C", "S", "H", "H", "H", "H", "H", "H", "H", "H", "H", "H"], "positions_angstrom": [[-2.3830, -0.1868, -1.4008], [-1.5869, -0.9032, -2.1845], [-0.2041, 0.0375, 1.9179], [0.4625, -1.1440, 1.4271], [2.0578, 1.7607, 0.5776], [0.5417, 1.5947, 1.6316], [-3.4521, -0.4364, -1.3202], [-2.0296, 0.7914, -1.0285], [-0.5697, -0.4778, -2.4220], [-1.9681, -1.8114, -2.5284], [-0.0283, -2.0961, 1.6076], [1.3976, -1.3384, 1.9824], [0.7692, -1.2619, 0.4037], [2.1709, 0.8840, -0.0486], [2.8062, 1.8458, 1.3628], [2.0160, 2.7419, 0.0224]], "forces_ev_per_angstrom": [[-0.1988, 0.9819, -0.5545], [1.1097, 2.0924, 0.9017], [1.1933, 3.0694, -0.2002], [1.1667, -2.2063, 0.1164], [-0.5265, 0.5481, 0.6083], [-1.7983, -1.5416, 0.1832], [0.6645, 0.0088, 0.4849], [-0.4554, -0.6294, 0.0017], [-1.1051, -1.0782, 0.1869], [0.0140, -1.3721, -0.9931], [-0.8723, 0.1107, 0.2548], [-0.0041, 0.6046, 0.0814], [0.1744, 0.7302, -0.8828], [0.2796, 0.0969, -0.1855], [0.5283, -0.1700, -0.4558], [-0.1703, -1.2455, 0.4527]], "lowdin_charge": [-0.090, -0.091, -0.408, -0.283, -0.375, 0.768, 0.055, 0.049, 0.069, 0.019, 0.056, 0.091, 0.057, 0.019, 0.014, 0.049]}

Entry 4:
{"formula": "C5H11BN2O3", "method": "ωB97M-V with the def2-TZVPD basis set", "gap_ha": 0.31500, "homo_energy_ev": -9.4, "smiles": "CN(C)C(=O)CBCON=O", "total_energy_ev": -15154.4938, "total_charge": 0, "symbols": ["C", "N", "C", "C", "O", "C", "B", "C", "O", "N", "O", "H", "H", "H", "H", "H", "H", "H", "H", "H", "H", "H"], "positions_angstrom": [[2.7824, 0.2556, 0.8015], [2.0616, -0.0497, -0.4926], [1.7735, -1.5244, -0.6715], [0.8457, 0.8215, -0.7138], [0.5638, 1.1765, -1.9984], [-0.1547, 1.4252, 0.4352], [-1.7344, 1.4629, -0.1269], [-2.7204, 0.1737, 0.1911], [-2.6126, -0.8658, -0.8857], [-3.6697, -1.7144, -0.6847], [-3.2167, -2.5104, 0.1581], [3.9417, 0.3245, 0.5244], [2.4949, 1.2779, 1.3011], [2.7202, -0.6346, 1.5941], [0.7765, -1.7300, -1.2487], [1.8087, -2.1535, 0.3176], [2.6446, -1.9493, -1.3683], [0.1320, 2.5738, 0.5849], [-0.0993, 0.8950, 1.4768], [-2.1476, 2.4118, -0.7309], [-2.3585, -0.2535, 1.2440], [-3.8315, 0.5873, 0.2927]], "forces_ev_per_angstrom": [[1.7866, -0.3671, 0.5580], [-2.8452, 1.0805, 1.7645], [0.8586, -1.3188, -1.4534], [-0.9470, 1.3819, -5.7992], [1.4390, -2.3695, 7.8330], [0.3801, 0.9342, 0.0930], [1.2465, -1.2869, -0.1925], [-0.1791, 0.9215, 1.2952], [-0.0090, 3.4074, 0.1207], [3.0801, -3.8379, 4.2460], [-3.3327, 1.4871, -2.8827], [-2.4629, -0.0461, 0.6760], [0.3227, -2.0675, -1.1533], [-0.1957, 1.9744, -1.6056], [1.8518, 0.6338, 1.2126], [-0.2464, 1.4571, -1.6661], [-1.8981, 0.7565, 1.5397], [-0.2839, -2.4824, -0.2746], [0.2152, 0.7862, -2.0092], [0.1090, -0.1983, 0.2677], [-1.0546, 0.3800, -2.2611], [2.1650, -1.2263, -0.3087]], "lowdin_charge": [-0.122, -0.198, -0.102, -0.257, -0.043, -0.096, -0.018, -0.154, -0.189, 0.003, 0.016, 0.105, 0.097, 0.096, 0.105, 0.089, 0.106, 0.127, 0.109, 0.067, 0.127, 0.131]}

Entry 5:
{"formula": "C5H11BO2", "method": "ωB97M-V with the def2-TZVPD basis set", "gap_ha": 0.32068, "homo_energy_ev": -8.4, "total_energy_ev": -10132.7439, "total_charge": 0, "symbols": ["B", "C", "C", "C", "C", "C", "O", "O", "H", "H", "H", "H", "H", "H", "H", "H", "H", "H", "H"], "positions_angstrom": [[0.3179, -1.4948, 1.5553], [0.3644, 1.8329, 0.6873], [0.0319, 0.7963, -0.0409], [-1.0491, 0.4879, -2.0890], [-1.0682, -0.8710, 1.2540], [0.3114, 0.3314, -1.3808], [1.0199, -2.2924, 0.6664], [1.1064, -0.9265, 2.5247], [0.6302, 2.6669, 0.2186], [0.2596, 1.9137, 1.7704], [-1.1445, -0.1664, -3.0831], [-2.0154, 0.4167, -1.5791], [-1.0665, 1.6308, -2.5006], [-1.5466, -0.1249, 1.8472], [-1.8059, -1.2856, 0.4453], [1.2037, 0.8118, -1.8065], [0.4907, -0.7660, -1.4968], [1.8848, -1.9426, 0.4746], [2.0753, -1.0186, 2.5329]], "forces_ev_per_angstrom": [[1.4068, 1.3856, -0.8099], [-1.5954, -2.9168, 1.9575], [-0.0334, -2.8689, 3.4118], [-0.1199, 2.5781, -5.0109], [0.0955, 0.7091, -3.6434], [-1.6408, -1.6646, -0.6883], [-1.1426, -0.8884, -0.8330], [0.1001, 0.7644, 1.4351], [1.6996, 3.5170, -2.0081], [-0.3150, -0.2648, -0.3199], [0.3011, 1.3080, 2.1433], [0.7666, -0.4201, 0.6160], [-0.1625, -2.5463, 0.7801], [-0.1603, 0.1319, 0.7192], [1.6384, 0.5867, 1.6244], [-0.6314, 0.3184, -0.2617], [0.3061, 0.7081, 0.9731], [0.4097, -0.0737, 0.1423], [-0.9226, -0.3637, -0.2276]], "lowdin_charge": [-0.775, 0.031, -0.129, -0.136, 0.138, -0.275, 0.111, 0.116, 0.017, 0.080, 0.102, 0.058, 0.112, 0.027, 0.086, 0.123, 0.116, 0.088, 0.111]}